(1)
27
Properties=species:S:1:pos:R:3:forces:R:3:nbo_charge:R:1 method="wB97M-V/def2-TZVPD" homo_energy_ev="-11.0 / -11.0" homo_lumo_gap_ha="0.288 / 0.288" max_force_ev_per_a=3.699 lumo_energy_ha="-0.115 / -0.115" charge=+1 de_lowest_ev=6.628
S 0.243401 -1.725072 0.944486 -1.47 1.61 -2.98 0.550
N 1.280554 -0.318704 1.192737 1.12 -0.86 0.49 -0.647
N -0.401141 1.289405 -1.640622 2.63 1.85 1.70 -0.347
N -0.876652 -1.146925 -0.318338 0.89 -1.47 0.83 -0.586
C 2.043859 -0.718347 2.165656 -1.04 1.51 -0.97 0.154
C 0.662006 0.198789 -1.732150 -2.78 -1.26 -1.46 -0.249
C -0.223228 -1.065508 -1.630970 0.12 0.05 0.63 -0.257
C -1.018521 1.298999 -0.290367 -2.02 -0.41 1.13 -0.273
C 1.778285 -1.596693 3.090375 -0.88 -0.96 0.29 -0.087
C -1.798435 -0.063087 -0.030442 0.43 1.35 0.66 -0.235
C 0.128673 2.708247 -1.816075 -0.78 0.75 -2.62 -0.436
C 1.466275 -2.656230 3.978198 1.25 -0.68 0.35 -0.123
C 0.465911 -1.892482 3.646650 0.01 0.16 0.87 -0.069
H -0.886239 -1.156202 -2.540996 -0.04 0.55 1.09 0.210
H -2.146253 -0.044391 1.062047 0.50 -0.29 -1.69 0.244
H 0.388841 -1.934473 -1.766726 0.53 -0.48 0.26 0.251
H -0.573935 3.645302 -1.825122 0.33 -2.43 0.43 0.257
H -0.279959 1.306672 0.553889 -0.15 0.55 -1.31 0.276
H -1.064664 1.066190 -2.317750 -1.73 -0.19 -1.46 0.418
H -2.663531 -0.157081 -0.701644 0.04 0.05 0.23 0.208
H 0.800032 2.855681 -0.983187 0.79 0.06 -0.45 0.243
H 1.137570 -0.008593 -2.675540 0.27 1.40 -0.75 0.239
H -0.571257 -1.636683 3.518693 0.12 -0.08 0.64 0.270
H -1.634262 2.250829 -0.378951 0.34 -1.42 0.95 0.228
H 0.454550 2.682871 -2.897475 0.84 0.40 1.50 0.236
H 1.954131 -3.550757 4.355533 -0.53 0.23 0.18 0.267
H 1.333991 0.368242 -0.961908 1.20 0.02 1.47 0.258

=====

(2)
13
Properties=species:S:1:pos:R:3:forces:R:3:nbo_charge:R:1 method="wB97M-V/def2-TZVPD" homo_energy_ev="1.1 / -1.9" homo_lumo_gap_ha="0.059 / 0.171" max_force_ev_per_a=2.435 spin_multiplicity=2 lumo_energy_ha="0.100 / 0.100" charge=-1 de_lowest_ev=3.071
O 1.558227 2.948423 -0.465320 0.22 -0.39 -0.35 -0.708
C -3.278446 -4.232670 2.075481 -0.33 -0.24 -0.07 -0.725
C 2.197831 2.409400 -1.573004 -0.98 1.97 1.04 0.099
C 3.339203 1.782032 -1.476761 1.07 0.02 -1.31 -0.528
C -3.731227 -3.068042 1.436956 -0.14 0.18 -0.60 -0.716
H -4.117251 -3.074136 0.398135 -0.32 -0.01 0.57 0.127
H -3.606998 -2.083729 1.868837 0.46 0.32 -0.14 0.136
H -2.331063 -4.290918 2.607273 -0.19 0.00 0.46 0.138
H -3.915501 -5.123403 2.055864 0.53 -0.24 -0.23 0.135
H 3.835255 1.540323 -2.450049 -0.26 -0.04 1.32 0.210
H 3.834418 1.818813 -0.513459 0.11 -0.69 -0.16 0.217
H 0.843083 3.487529 -0.818650 -0.13 -0.05 0.35 0.461
H 1.745314 2.843613 -2.445053 -0.03 -0.84 -0.88 0.155

=====

(3)
118
Properties=species:S:1:pos:R:3:forces:R:3:mulliken_charge:R:1 method="wB97M-V/def2-TZVPD" homo_energy_ev="-14.7 / -14.8" homo_lumo_gap_ha="0.101 / 0.104" max_force_ev_per_a=2.931 lumo_energy_ha="-0.441 / -0.438" charge=+3
I -2.754600 -0.734200 -0.681000 -0.39 -0.16 -0.29 0.612
Mo -0.526500 0.473900 0.302400 -0.39 1.94 1.57 -1.082
Br 1.537700 -0.105300 -0.613700 -0.55 -0.15 0.20 0.025
Br -5.617100 -2.378400 -1.263400 -0.18 0.24 0.07 -0.106
Ge -0.112200 1.826600 3.992500 0.43 1.90 1.08 0.063
Ge 0.092200 3.954400 1.725900 0.46 0.91 2.01 0.647
S -0.690800 2.663900 -0.140000 0.12 -2.90 0.40 0.188
S -1.543400 3.429900 3.243600 0.91 -0.57 -0.36 0.375
S 1.667100 2.578600 2.722000 -1.08 0.25 -0.06 -0.136
S -0.642900 0.014500 2.456800 0.04 0.31 -2.85 1.186
C -5.838300 -0.589100 -0.685800 0.61 -0.67 -0.08 0.073
C -2.920900 5.857100 1.778700 0.54 0.34 0.31 1.207
C -4.216500 5.900000 3.830400 0.50 0.07 -0.37 0.489
C -4.721500 0.188300 -0.401200 -0.18 0.37 0.22 -0.342
C -0.130700 1.220400 5.954600 0.16 0.12 -1.18 0.886
C 1.093100 4.963100 -2.001900 -0.04 0.03 -0.10 -1.295
C -1.875700 6.539500 2.429500 -0.58 -0.19 0.09 1.063
C -0.362600 8.212700 1.389500 -0.02 -0.29 0.03 -0.016
C -3.178800 6.603200 4.451100 -0.29 -0.27 -0.25 -0.675
C 0.712400 1.354600 8.174500 -0.15 0.07 -0.22 -0.440
C -5.033500 -1.892900 2.754800 -0.17 -0.13 0.01 -1.639
C 1.352100 4.135500 6.224600 0.11 -0.58 0.10 0.821
C -4.126800 -0.037400 4.183900 0.01 -0.26 -0.13 -0.755
C -0.652700 -2.376600 5.091300 0.11 -0.07 0.03 -1.773
C -2.814700 -2.019700 3.905400 -0.08 0.15 -0.21 -0.547
C 4.064800 3.465200 6.219600 -0.21 0.25 -0.09 -1.069
C -6.088800 2.053700 0.133900 -0.07 -0.04 -0.02 -0.443
C 3.573700 1.070800 6.725200 0.09 -0.11 0.09 -1.607
C 4.430100 3.978600 0.498200 -0.13 -0.15 -0.36 -0.689
C -2.848500 5.474800 0.332900 0.02 0.04 -0.04 -1.275
C 2.396400 5.208400 0.161100 0.14 -0.31 -0.28 0.005
C -1.846500 -1.532000 4.775600 0.12 0.28 0.02 0.590
C 0.306600 5.934300 1.303800 -0.18 -1.11 0.09 0.849
C 5.317300 2.422200 -1.244200 0.35 -0.18 0.00 -1.598
C -3.969700 -1.297900 3.615500 0.14 0.23 0.02 0.652
C -3.444300 1.785500 5.760100 0.01 0.14 -0.08 -1.279
C -4.822700 1.501700 0.011000 0.52 0.03 0.05 0.698
C 1.688900 7.599800 0.294800 -0.05 -0.25 0.12 -0.210
C -4.062800 5.540800 2.494100 -0.08 0.14 0.51 -0.931
C 2.211400 4.581200 -1.086000 -0.08 0.06 0.57 0.538
C -0.074700 4.580400 6.351700 -0.05 0.04 -0.02 -0.767
C 0.775100 1.781900 6.846000 0.05 -0.03 0.13 -0.676
C -1.094200 -0.141700 7.659300 -0.06 0.09 -0.37 -0.329
C 3.519600 4.909300 0.958000 -0.20 -0.01 -0.12 1.354
C 3.726500 5.616700 2.260300 -0.01 -0.01 0.04 -1.226
C 3.142600 3.642200 -1.502700 0.33 -0.23 0.21 -1.083
C -2.023400 6.941800 3.774500 0.10 -0.28 -0.32 0.385
C 1.455400 6.261500 0.594300 0.10 -0.04 -0.09 -0.903
C -7.218700 1.290900 -0.126500 0.09 0.01 -0.01 -0.784
C 3.681300 4.787700 5.982500 -0.73 -0.24 -0.03 0.561
C -2.036600 -0.267200 5.350300 -0.26 -0.03 -0.12 -0.005
C 4.270000 3.345500 -0.742000 -0.44 0.34 0.17 0.682
C -0.634000 6.879300 1.706100 -0.09 0.15 -0.05 -0.589
C -7.102300 -0.029300 -0.527400 0.27 -0.04 -0.05 -0.352
C -0.940300 7.703500 4.470700 -0.02 0.09 0.04 -1.841
C 0.781400 8.563800 0.697200 0.01 0.09 -0.01 -1.226
C -1.068100 0.267100 6.328700 -0.01 -0.09 0.11 -0.249
C 2.319600 5.092100 5.962600 0.64 -0.14 -0.03 -0.648
C -3.187200 0.486000 5.062100 0.17 -0.21 0.05 1.155
C 1.761100 2.811700 6.463300 0.41 0.44 -0.20 0.490
C 4.701500 5.853700 5.833400 0.35 0.19 0.15 -1.851
C -0.214900 0.410300 8.574400 0.10 -0.04 0.07 -1.268
C 3.135000 2.474100 6.461100 -0.53 0.24 -0.16 1.005
C -5.454600 5.576100 4.583300 -0.27 0.10 0.25 -1.718
H -0.134700 5.381100 7.087000 -0.08 0.04 0.06 0.663
H 3.848100 6.686700 2.096300 0.00 0.08 0.07 0.407
H -2.765800 4.388900 0.239200 -0.02 -0.17 -0.14 -0.618
H 5.115000 3.219600 6.239500 0.19 -0.06 0.00 0.490
H 0.046600 7.370200 4.157100 0.13 0.01 0.06 0.241
H 5.305400 3.750500 1.087500 0.13 -0.01 0.12 0.510
H 4.614800 5.241900 2.758100 0.06 -0.01 0.11 0.377
H -4.858600 5.009800 1.995200 -0.22 -0.07 -0.09 0.517
H -4.606900 -2.393500 1.887000 -0.03 -0.03 -0.12 0.368
H -8.201300 1.726400 -0.025100 -0.06 0.03 0.02 0.455
H 2.869900 5.473500 2.924000 0.04 0.08 0.09 -0.020
H -6.192400 3.087300 0.426300 0.04 0.07 0.06 0.497
H 3.012500 3.172800 -2.467100 0.03 -0.06 -0.16 0.469
H -7.978800 -0.629100 -0.728000 0.01 -0.05 -0.05 0.456
H -6.110000 4.917200 4.021100 -0.07 -0.08 0.00 0.370
H 4.276800 6.769700 5.434100 0.02 0.08 -0.09 0.329
H 3.386500 0.794900 7.762900 0.05 -0.10 0.01 0.351
H 1.475900 5.626100 -2.778200 -0.10 0.10 -0.06 0.442
H -2.644400 2.506200 5.574900 -0.06 0.04 0.16 -0.006
H 0.143800 -1.811200 5.570500 0.03 -0.03 0.00 0.304
H -1.019700 8.764900 4.241100 0.08 0.11 0.00 0.466
H -5.025200 0.526500 3.978200 -0.12 0.07 -0.02 0.425
H -3.935300 2.085200 0.230600 -0.10 0.05 0.00 -0.061
H 5.040100 1.972000 -2.192500 0.01 -0.08 -0.06 0.396
H -3.762100 5.771700 -0.176500 -0.06 -0.02 -0.12 0.666
H 0.962800 9.599700 0.458000 0.00 0.13 -0.06 0.491
H -0.443000 4.980700 5.406600 -0.11 0.06 -0.02 -0.498
H -4.377400 2.222900 5.418800 -0.09 0.08 -0.01 0.463
H -3.509300 1.633900 6.837800 0.03 0.04 0.04 0.353
H -1.084200 8.964700 1.667100 -0.07 0.10 0.08 0.613
H -0.938100 -3.186300 5.763900 0.04 -0.03 0.05 0.425
H -2.008400 5.937500 -0.177500 0.01 0.00 -0.11 0.187
H -5.583500 -2.650300 3.316700 -0.01 -0.03 -0.02 0.416
H 5.536300 5.528200 5.217400 0.06 0.03 -0.12 0.414
H -2.668100 -2.998500 3.473300 -0.05 -0.19 -0.08 0.486
H 2.007800 6.112300 5.796900 -0.02 0.22 0.00 0.484
H 1.393300 1.793500 8.889300 0.05 0.04 0.05 0.680
H -0.732700 3.777400 6.674800 -0.11 0.02 0.01 0.139
H 5.118400 6.082500 6.816300 0.03 0.09 0.00 0.469
H 3.031400 0.364100 6.097000 0.00 -0.12 -0.01 0.269
H -6.003800 6.492500 4.805000 -0.08 -0.02 -0.01 0.406
H -1.031900 7.599100 5.546700 0.03 -0.01 0.13 0.473
H -5.753900 -1.143600 2.437200 -0.05 0.06 -0.11 0.315
H 4.637700 0.964600 6.536000 0.06 -0.08 -0.01 0.461
H -0.264100 -2.840100 4.185600 0.06 -0.08 -0.02 0.416
H 5.530100 1.641500 -0.514400 0.01 -0.11 -0.02 0.375
H 0.288500 5.480800 -1.483500 -0.08 0.04 -0.06 0.065
H -1.815100 -0.887700 7.956100 -0.10 -0.06 0.10 0.601
H -5.215300 5.122000 5.543800 -0.04 -0.10 0.05 0.374
H 0.694500 4.084100 -2.504500 -0.07 -0.04 -0.12 0.442
H 6.251100 2.969000 -1.387700 0.01 -0.03 -0.06 0.355
H 2.572200 7.865800 -0.264200 0.12 0.06 -0.04 0.642
H -0.252500 0.100100 9.607100 0.01 -0.04 0.11 0.484
H -3.289300 6.886300 5.487200 0.00 0.08 0.16 0.525

=====

| no. | electronic energy (Ha) |
| --- | --- |
| 1 | -913.2636 |
| 2 | -232.2811 |
| 3 | -13349.8329 |